Here is 8 unconnected molecules or ions with the total composition C44H77N3O16 at a distorted geometry from OMol25. Energies are from wB97M-V/def2-TZVPD.

Each line ends with the Mulliken charge.
Atoms and positions in Å:
C  3.713493  -1.014351  1.093457  -0.96
C  4.579909  -0.334718  0.004155  0.01
O  5.499697  -1.210233  -0.670740  -0.40
C  4.935750  -2.360552  -1.149200  0.25
O  5.505991  -3.402460  -0.962289  -0.59
C  3.594383  -2.364969  -1.884108  0.24
C  3.704097  -2.034963  -3.385202  -0.91
C  3.681846  -0.531086  -3.716314  -0.85
C  2.494658  0.224478  -3.146212  0.60
C  2.595597  1.650198  -3.025093  -1.04
N  1.669141  2.464907  -2.570969  -0.60
C  0.571356  1.738736  -2.184141  0.46
C  -0.582714  2.438836  -1.645748  0.00
C  -1.702670  1.804036  -1.221560  -1.28
C  -1.802318  0.372679  -1.288990  1.74
C  -3.020348  -0.412292  -0.789157  -1.68
N  -3.793840  -0.845922  -1.964330  -0.26
C  -3.435506  -2.180825  -2.459544  -0.85
C  -0.772546  -0.325622  -1.819864  -0.52
C  0.446371  0.333609  -2.284848  -0.34
N  1.424791  -0.449935  -2.795324  -0.21
H  2.682289  -1.085235  0.726013  0.22
H  4.113110  -1.961615  1.458542  0.29
H  3.669293  -0.346016  1.959587  0.43
H  5.174915  0.443179  0.492471  0.45
H  3.916600  0.173881  -0.713751  -0.07
H  2.894751  -1.729399  -1.336430  -0.10
H  3.206161  -3.384817  -1.799680  0.31
H  2.908204  -2.549770  -3.930837  0.46
H  4.653759  -2.427549  -3.776556  0.38
H  3.603250  -0.436620  -4.813632  0.37
H  4.623002  -0.026705  -3.455985  0.37
H  3.536478  2.107647  -3.341164  0.46
H  -0.532223  3.525922  -1.584460  0.94
H  -2.535561  2.376896  -0.819889  0.44
H  -3.623109  0.175065  -0.088054  0.54
H  -2.614548  -1.269575  -0.222920  0.33
H  -4.772854  -0.803773  -1.715477  0.29
H  -2.661887  -2.681671  -1.862865  0.28
H  -4.321638  -2.828074  -2.440983  0.36
H  -3.050257  -2.128410  -3.487932  0.18
H  -0.830696  -1.408933  -1.877956  0.24
O  -4.285281  -0.756280  -7.670563  -0.59
C  -3.602553  0.085613  -7.153882  0.59
O  -2.394122  -0.247831  -6.649066  -0.42
C  -1.463699  0.749285  -6.219926  -0.98
C  -1.721290  1.144994  -4.781962  0.38
C  -4.089804  1.503459  -6.958718  -0.78
H  -1.469631  1.606008  -6.894125  0.47
H  -0.474006  0.298906  -6.304081  0.37
H  -2.712152  1.589375  -4.685530  0.28
H  -0.984319  1.866895  -4.427749  0.05
H  -1.691416  0.276819  -4.127101  -0.26
H  -4.624772  1.569220  -6.011540  0.28
H  -4.770293  1.752372  -7.767745  0.37
H  -3.297541  2.244719  -6.986938  0.27
O  0.708330  7.339796  1.277935  -0.59
C  1.472920  6.414425  1.228801  0.68
O  1.035406  5.217678  0.799607  -0.34
C  1.900766  4.115285  0.497524  0.63
C  2.196597  3.297665  1.737710  -0.75
C  2.892138  6.543600  1.729804  -0.89
H  2.807655  4.458765  -0.002475  0.31
H  1.362543  3.509189  -0.224696  -0.68
H  2.728532  3.883231  2.488361  0.33
H  2.803004  2.425704  1.487406  0.05
H  1.267562  2.958482  2.197396  0.33
H  2.916452  6.321107  2.795848  0.26
H  3.216394  7.569678  1.573725  0.31
H  3.601127  5.907640  1.203765  0.32
O  4.222926  -1.473832  3.988299  -0.60
C  4.083164  -2.572116  4.464131  0.83
O  2.861174  -2.976262  4.839710  -0.38
C  2.561567  -4.331164  5.210468  -0.32
C  2.831234  -4.586900  6.673206  -0.77
C  5.269903  -3.465401  4.734753  -1.04
H  3.088147  -5.036594  4.565905  0.30
H  1.497837  -4.462895  5.010835  0.29
H  3.887697  -4.457099  6.915526  0.28
H  2.539570  -5.592800  6.942179  0.18
H  2.277711  -3.880989  7.293267  0.30
H  5.664733  -3.243256  5.725151  0.27
H  6.034300  -3.251400  3.990785  0.33
H  5.046417  -4.527431  4.657928  0.36
O  0.504220  -5.786523  7.467845  -0.60
C  -0.313667  -5.040183  7.936714  0.91
O  -0.074410  -4.469811  9.128450  -0.35
C  -0.868569  -3.411471  9.674341  -0.42
C  -2.056838  -3.949108  10.444381  -1.00
C  -1.643345  -4.807151  7.259201  -1.19
H  -1.162863  -2.703258  8.898692  0.35
H  -0.211161  -2.870880  10.353679  0.33
H  -2.736683  -4.504998  9.797825  0.27
H  -2.612551  -3.134209  10.909317  0.36
H  -1.723555  -4.635476  11.223354  0.30
H  -2.352086  -5.563602  7.594234  0.30
H  -1.500904  -4.904541  6.185376  0.31
H  -2.054185  -3.814534  7.430928  0.41
O  4.733469  -7.448734  5.739632  -0.55
C  3.891488  -8.307931  5.759451  0.81
O  2.870881  -8.230317  6.632991  -0.28
C  1.718537  -9.085093  6.592250  -0.28
C  1.973691  -10.367153  7.357876  -1.10
C  4.013067  -9.532914  4.883997  -1.15
H  1.401107  -9.267206  5.564441  0.34
H  0.913074  -8.530610  7.071492  0.28
H  2.783087  -10.947205  6.913227  0.28
H  1.076366  -10.986978  7.378206  0.37
H  2.268187  -10.142018  8.383305  0.32
H  4.597380  -10.289064  5.406898  0.28
H  4.533451  -9.250131  3.972018  0.32
H  3.055121  -9.950597  4.581114  0.37
O  -4.903449  4.305825  -8.105186  -0.57
C  -5.613892  5.093744  -7.538663  0.80
O  -5.283879  5.502023  -6.300836  -0.27
C  -5.928336  6.590740  -5.623153  -0.03
C  -7.162041  6.126127  -4.877195  -1.13
C  -6.913323  5.559797  -8.148646  -1.15
H  -6.143283  7.407832  -6.312661  0.33
H  -5.195564  6.971144  -4.913810  0.08
H  -7.918648  5.730202  -5.556231  0.30
H  -7.601245  6.950283  -4.314505  0.39
H  -6.905240  5.324887  -4.183003  0.30
H  -7.706688  4.866154  -7.872518  0.27
H  -6.801603  5.559244  -9.230244  0.33
H  -7.191444  6.572002  -7.862849  0.35
O  -3.288528  9.614698  -4.129423  -0.57
C  -2.498509  8.710713  -4.157346  0.75
O  -2.896665  7.501766  -4.598074  -0.31
C  -2.000885  6.419442  -4.876636  -0.61
C  -1.716360  5.601481  -3.634433  -0.59
C  -1.097362  8.874178  -3.619180  -1.02
H  -1.088143  6.777980  -5.354623  0.39
H  -2.511629  5.797072  -5.611514  0.26
H  -1.210906  6.192921  -2.869349  0.28
H  -1.088884  4.742313  -3.877264  0.20
H  -2.647717  5.241780  -3.194239  0.29
H  -1.095435  8.651808  -2.552404  0.26
H  -0.794440  9.907884  -3.766882  0.34
H  -0.359319  8.256015  -4.126317  0.32

Cartesian forces, eV/Å:
-0.12 0.93 -0.33
-0.44 0.32 0.50
-0.73 -0.06 -0.09
-0.04 -0.95 0.22
0.32 0.25 -0.24
0.14 0.09 0.28
0.34 0.53 0.10
-0.35 -0.03 -0.44
0.55 -0.14 -0.09
0.65 0.41 -0.22
-0.24 -1.97 -0.06
-1.88 0.70 0.72
0.87 0.32 -0.32
-0.22 -0.71 0.01
-0.34 0.39 0.60
0.83 0.21 -0.58
-0.11 0.00 0.94
-0.23 -0.09 -0.39
1.41 0.50 -0.29
-1.33 -0.55 0.45
0.42 0.83 -0.07
0.20 -0.50 0.18
-0.09 0.08 -0.26
0.05 -0.24 -0.11
0.24 -0.29 -0.37
0.25 -0.13 -0.01
-0.02 0.02 -0.45
0.26 0.16 0.14
0.01 0.18 0.19
-0.25 -0.06 0.12
0.12 -0.01 0.22
-0.23 -0.16 0.17
-0.18 -0.08 0.03
0.10 -0.19 -0.04
0.13 -0.07 -0.06
0.01 0.04 -0.33
-0.29 0.11 -0.06
0.04 -0.19 -0.18
-0.19 0.22 0.10
0.23 0.04 -0.19
-0.17 -0.05 0.20
0.29 0.15 -0.09
0.26 -0.11 0.07
-0.41 0.32 0.24
0.19 -0.25 -0.33
0.22 0.08 0.33
-0.25 0.13 -0.09
0.10 0.04 -0.48
-0.05 -0.02 0.00
-0.10 -0.19 -0.08
0.05 0.07 0.09
0.02 0.01 -0.09
0.01 -0.04 -0.09
0.04 0.01 0.01
-0.10 -0.12 0.08
-0.09 0.07 0.18
-0.09 -0.15 -0.13
0.16 0.16 0.35
-0.30 0.02 -0.35
0.19 -0.15 0.27
0.01 0.08 0.12
0.27 0.08 -0.45
0.00 0.05 0.05
-0.09 0.12 0.01
0.08 -0.03 -0.05
-0.02 0.00 -0.01
-0.01 -0.05 -0.09
0.00 -0.04 -0.02
-0.15 0.05 0.15
-0.03 -0.15 0.16
-0.20 -0.05 0.18
0.43 0.01 0.29
-0.32 0.18 -0.35
0.02 -0.27 0.30
0.62 0.31 0.05
-0.01 -0.32 -0.50
0.09 0.06 0.02
0.01 0.18 -0.08
0.03 -0.06 -0.13
0.11 -0.02 0.00
-0.09 -0.05 -0.04
-0.04 -0.04 0.02
0.01 0.20 0.09
-0.02 0.00 0.26
-0.51 -0.18 0.30
-0.35 -0.27 -0.14
0.41 0.09 0.05
-0.28 0.06 0.15
-0.07 -0.17 -0.06
0.11 0.48 -0.27
-0.02 -0.07 -0.06
0.14 -0.11 -0.07
-0.03 0.09 -0.03
0.02 0.00 -0.01
0.05 0.08 0.03
0.00 0.03 0.04
0.04 -0.20 0.04
-0.11 -0.09 0.16
-0.31 0.10 0.16
0.28 -0.35 -0.08
-0.13 0.46 -0.02
0.03 -0.27 0.14
0.15 -0.09 -0.03
-0.31 0.12 -0.43
0.11 -0.02 -0.02
0.18 0.24 -0.01
-0.07 -0.03 -0.06
0.00 0.02 0.00
-0.09 0.05 0.00
-0.04 -0.01 0.01
0.17 0.03 0.13
0.02 -0.14 0.17
0.12 0.09 0.14
-0.29 -0.14 -0.08
0.41 0.01 -0.01
-0.27 0.13 0.30
-0.11 -0.18 -0.14
0.13 0.46 -0.22
-0.01 -0.07 -0.07
0.10 -0.10 -0.16
-0.04 0.08 0.00
0.04 0.01 0.00
0.05 0.07 0.04
0.00 0.02 0.03
0.02 -0.22 0.02
-0.11 -0.10 0.17
-0.14 -0.18 -0.13
0.23 0.21 0.39
-0.24 0.02 -0.31
0.14 -0.31 0.09
0.03 0.11 0.19
0.27 0.07 -0.44
0.00 0.10 0.08
-0.15 0.15 0.01
0.09 -0.03 -0.05
-0.01 0.00 -0.02
-0.01 -0.05 -0.10
0.01 -0.04 -0.02
-0.16 0.05 0.15
-0.04 -0.15 0.16

Output
SMILES ... CCOC(=O)CCCc1cnc2ccc(CNC)cc2n1.CCOC(C)=O.CCOC(C)=O.CCOC(C)=O.CCOC(C)=O.CCOC(C)=O.CCOC(C)=O.CCOC(C)=O
Maximum force ... 0.0415 Eh/bohr
Electronic energy ... -3090.875765 a.u.